A structure of composition C46H56AsBrF4MgN3OPS6Si3. Source: the Open Molecules 2025 dataset; level of theory: ωB97M-V with the def2-TZVPD basis set.

XYZ file:
```
123
Properties=species:S:1:pos:R:3
Mg 0.802 -0.403 -0.066
F -7.103 -0.914 -1.020
C -6.068 -0.205 -0.584
C -6.027 1.160 -0.786
F -7.034 1.766 -1.410
C -4.939 1.893 -0.340
F -4.994 3.212 -0.558
C -3.853 1.303 0.284
P -2.276 2.129 0.832
C -2.129 3.627 -0.206
C -1.624 4.809 0.331
C -1.308 5.882 -0.496
C -1.493 5.790 -1.867
C -1.993 4.614 -2.412
C -2.298 3.542 -1.588
C -2.792 2.731 2.488
C -3.770 3.708 2.695
C -4.119 4.083 3.983
C -3.496 3.488 5.077
C -2.525 2.521 4.879
C -2.170 2.145 3.586
C -3.931 -0.078 0.488
Br -2.535 -0.984 1.374
C -5.016 -0.824 0.070
F -5.082 -2.144 0.248
H -1.466 4.895 1.401
H -0.913 6.792 -0.061
H -1.253 6.629 -2.508
H -2.143 4.532 -3.483
H -2.686 2.629 -2.027
H -4.259 4.177 1.849
H -4.879 4.841 4.135
H -3.767 3.788 6.082
H -2.034 2.056 5.725
H -1.397 1.396 3.433
S 5.613 1.325 5.007
C 4.532 0.880 3.852
S 4.923 0.668 2.187
C 3.346 0.170 1.595
C 2.375 0.116 2.534
S 0.668 -0.271 2.331
S 2.870 0.542 4.162
S 3.259 -0.167 -0.125
S 2.703 6.065 -0.919
C 1.986 4.456 -0.678
C 1.665 3.957 0.576
C 1.103 2.697 0.669
N 0.857 1.931 -0.396
C 1.142 2.429 -1.599
C 1.702 3.677 -1.792
C 3.928 6.058 0.378
C 5.160 5.457 0.164
C 6.086 5.466 1.198
N 5.859 6.023 2.387
C 4.673 6.599 2.576
C 3.680 6.649 1.607
H 1.863 4.522 1.477
H 0.835 2.274 1.632
H 0.946 1.779 -2.445
H 1.935 4.030 -2.789
H 5.387 4.986 -0.783
H 7.057 5.001 1.064
H 4.505 7.041 3.552
H 2.740 7.148 1.804
O -0.473 -0.418 -1.696
C -1.034 -1.081 -2.570
C -2.225 -1.959 -2.319
C -3.379 -1.464 -3.220
C -3.398 0.071 -3.414
C -2.541 0.627 -4.566
C -1.033 0.517 -4.347
N -0.723 -0.853 -3.885
H -2.483 -1.877 -1.264
H -1.973 -3.002 -2.512
H -4.314 -1.778 -2.755
H -3.348 -1.958 -4.195
H -3.099 0.539 -2.470
H -4.426 0.386 -3.592
H -2.803 1.673 -4.744
H -2.799 0.084 -5.481
H -0.685 1.213 -3.585
H -0.483 0.722 -5.263
H -1.166 -1.537 -4.486
C 3.744 -5.719 -0.730
Si 3.456 -3.892 -0.463
C 3.764 -3.069 -2.107
C 4.634 -3.331 0.855
As 1.189 -3.403 0.106
Si 0.063 -5.007 -1.222
C 0.422 -4.481 -2.995
C 0.410 -6.844 -1.188
C -1.770 -4.865 -0.830
Si 0.973 -4.302 2.308
C 1.871 -3.305 3.591
C -0.840 -4.298 2.730
C 1.652 -6.037 2.399
H 4.809 -5.859 -0.941
H 3.184 -6.099 -1.584
H 3.487 -6.322 0.144
H 4.831 -3.104 -2.349
H 3.459 -2.021 -2.090
H 3.218 -3.585 -2.902
H 5.548 -3.930 0.795
H 4.222 -3.452 1.857
H 4.887 -2.277 0.726
H 1.317 -5.002 -3.349
H 0.623 -3.410 -3.085
H -0.402 -4.749 -3.667
H 1.337 -7.105 -1.694
H -0.417 -7.322 -1.726
H 0.438 -7.273 -0.187
H -2.037 -3.924 -0.344
H -2.055 -5.677 -0.154
H -2.374 -4.970 -1.737
H 1.340 -2.375 3.797
H 2.889 -3.041 3.300
H 1.926 -3.895 4.512
H -1.223 -3.274 2.719
H -0.982 -4.700 3.739
H -1.437 -4.896 2.038
H 2.744 -6.012 2.463
H 1.379 -6.658 1.548
H 1.274 -6.517 3.308
```

Summary:
* LUMO energy: -0.12 eV
* HOMO-LUMO gap: 0.22734 Ha
* ΔE to the lowest compared entry with this formula, charge and spin: 0.0 kcal/mol
* E: -11034.52377 hartree